No. 1
Below is 5 unconnected molecules or ions with the total composition C43H65N8O6S2 in a non-equilibrium geometry, with properties calculated with wB97M-V/def2-TZVPD.

Total energy, hartree: -3362.826172
Total charge: +1
2S+1: 1

```
124
Properties=species:S:1:pos:R:3:lowdin_charge:R:1
S 3.50312 2.76654 -5.03183 0.72
S 0.91242 -0.67661 2.23185 0.98
O 4.65407 -1.41437 -0.97797 -0.07
O 5.37703 -0.01210 -2.64321 0.12
O 1.81301 4.59215 -2.30873 -0.04
O 1.73705 0.59589 -0.88813 0.08
O 0.32921 3.36562 -3.52578 0.11
O 1.18781 2.48034 0.19157 -0.04
N -1.13898 -3.38086 -0.52989 0.04
N -1.19917 4.03723 -1.06651 0.02
N -7.35747 0.66293 -5.06781 0.01
N 3.64380 0.84079 5.16815 0.01
N -0.22456 -6.39849 -1.87478 0.12
N 1.26678 3.51106 5.98636 0.01
N 0.54479 -3.14958 1.23266 -0.05
N -0.39913 -5.30204 0.83635 0.22
C 4.16536 3.97372 -1.72738 -0.03
C -2.20239 -1.23746 -1.14008 -0.01
C 2.40640 -3.23555 -0.56814 -0.16
C 0.88010 4.73372 5.50889 -0.14
C -1.44719 -1.64268 1.18090 -0.24
C 0.24821 2.96659 6.71945 -0.15
C 2.25836 3.42119 -0.09374 -0.09
C -4.54197 -2.24955 1.26976 -0.21
C -2.48132 3.59443 -0.89418 -0.14
C 1.97100 -3.42937 0.94177 -0.16
C -3.62945 -2.90082 0.14856 -0.26
C 1.68270 1.18044 0.18530 -0.44
C -0.40331 4.96911 5.93462 -0.12
C -5.45840 0.23281 -4.01052 -0.12
C 3.41060 0.83356 6.51762 -0.14
C 3.28372 -1.05243 -3.17129 0.00
C -0.34791 -4.01888 0.46585 -0.22
C -3.10744 4.43865 -0.00981 -0.12
C -0.80424 3.84780 6.70328 -0.12
C -2.13802 -2.39858 -0.00249 -0.33
C -2.16437 5.42565 0.36847 -0.11
C -4.53604 -2.76027 -1.18244 -0.08
C -1.68008 -2.08895 2.63086 -0.13
C -0.46308 -5.18785 -2.23491 -0.36
C 4.51230 2.71569 5.97280 -0.11
C -7.28414 -0.69720 -4.93527 -0.14
C 0.14221 -1.76143 0.91374 -0.46
C 3.94149 1.98337 7.04481 -0.11
C 0.38853 -4.53929 -3.42551 -0.05
C 3.87227 -3.83349 -0.72985 -0.14
C 4.31112 1.98769 4.82717 -0.15
C 2.19951 4.07722 -4.85606 -0.40
C -1.61865 -4.28224 -1.59311 -0.10
C 1.36805 3.98863 -3.51715 -0.45
C -0.99543 5.14904 -0.29768 -0.14
C 2.18554 0.41046 1.46179 -0.34
C 4.94011 -2.80231 -1.29039 -0.18
C -2.05707 -2.38752 3.74477 0.13
C 4.52223 -0.76342 -2.24590 -0.46
C -6.24675 1.23695 -4.51175 -0.14
C 2.61281 3.56979 -1.62107 -0.30
C -4.68578 -0.66666 1.22827 -0.09
C -6.11704 -0.99476 -4.27984 -0.13
H -8.06713 -1.33327 -5.31665 0.11
H 3.17325 3.09457 0.48116 0.14
H -0.03271 -4.99787 -4.37870 0.10
H 2.50128 1.17043 2.24527 0.09
H -4.85971 -1.69642 -1.36845 0.08
H -1.75622 3.70274 7.19065 0.09
H 2.65224 -2.81676 1.59759 0.13
H -5.59093 -2.65670 1.09610 0.12
H -5.77309 -1.98518 -4.02254 0.08
H -4.29527 -2.58774 2.32450 0.09
H 0.56658 -6.69894 -2.47298 0.07
H -5.51851 -0.42413 0.49483 0.09
H 3.08095 -0.21070 1.17310 0.09
H -4.51233 0.36535 -3.50715 0.08
H -6.11454 2.30729 -4.51966 0.11
H -2.83837 2.71945 -1.41520 0.10
H 2.16388 3.07882 5.82368 0.08
H -2.05447 -3.76000 -2.49961 0.13
H -0.51018 3.60795 -1.66808 0.09
H -3.74061 -0.09856 1.02936 0.06
H 1.73408 -3.85302 -1.24127 0.09
H 1.54939 5.32889 4.90761 0.10
H -5.09654 -0.35552 2.24189 0.09
H -1.64543 -0.52607 1.12710 0.14
H -0.98818 5.84994 5.71867 0.09
H -1.24518 -0.61987 -1.10381 0.09
H 4.58501 2.18527 3.80233 0.10
H 2.35158 -0.49313 -2.87675 0.08
H 1.46225 3.90709 -5.69433 0.09
H 4.78207 3.04503 -1.93751 0.09
H 2.88941 0.01264 6.98425 0.11
H 5.01336 3.66951 6.03390 0.10
H 2.67266 5.08614 -5.01861 0.09
H 3.41263 1.87736 -3.98020 -0.15
H 2.16803 -4.51405 1.22291 0.13
H -0.03935 5.64832 -0.29142 0.10
H 5.10650 -2.99096 -2.39377 0.14
H -2.18463 -2.46420 4.85443 0.08
H -5.49628 -3.31842 -0.93192 0.10
H 4.25687 4.69516 -2.58753 0.09
H 0.23649 -3.42307 -3.50287 0.08
H 2.30404 -2.16450 -0.89490 0.09
H 2.49586 2.62298 -2.22063 0.11
H 4.55153 4.44047 -0.77485 0.09
H -4.10944 -3.28248 -2.07714 0.07
H 0.35929 2.00102 7.18739 0.10
H -4.12942 4.35496 0.32733 0.09
H 0.35507 -5.98571 0.78790 0.13
H -1.30568 -5.64628 1.18115 0.16
H -2.27371 -1.64342 -2.18149 0.09
H -3.60083 -4.02659 0.34076 0.14
H 1.47246 -4.84289 -3.37114 0.08
H 3.81530 -4.71893 -1.43932 0.12
H 0.44547 -1.40495 -0.10971 0.11
H 4.22018 -4.26550 0.25708 0.11
H -3.03713 -0.50824 -0.94674 0.09
H 3.52460 -0.77497 -4.24009 0.10
H -2.37254 -5.02754 -1.18494 0.13
H 1.92171 4.43264 0.29901 0.15
H 3.36730 0.11658 4.52686 0.13
H 3.92060 2.26788 8.08533 0.11
H -8.11148 1.16359 -5.50710 0.15
H 5.92696 -3.04711 -0.78080 0.14
H -2.32253 6.24569 1.05195 0.09
H 3.04121 -2.15837 -3.09863 0.08
```


No. 2
Below is a single C43H67N11O12S2 molecule, with properties calculated with wB97M-V/def2-TZVPD.

Total energy, hartree: -3980.650717
Total charge: 0
2S+1: 1

```
135
Properties=species:S:1:pos:R:3:lowdin_charge:R:1
S -4.25407 -0.89481 0.52602 0.56
S -3.91597 -2.32208 1.91733 0.56
O -2.05356 4.14900 -0.52052 0.08
O 3.53058 -2.23217 0.53200 0.02
O -0.16638 0.91788 -3.13599 0.02
O 1.22342 3.11759 1.27128 0.00
O -3.01855 -4.53219 -1.32844 -0.08
O 1.30100 -0.63459 1.10389 0.09
O -5.47283 3.12929 -2.80802 0.07
O 4.47658 1.13246 2.28744 0.04
O -1.37451 1.02550 0.07919 0.03
O 2.87060 2.70226 -0.80530 -0.06
O -0.11712 -1.05143 3.61725 0.06
O 2.49262 -1.85614 5.53913 0.05
N -0.07380 3.43395 -1.26931 0.16
N -0.50260 -1.70893 0.28371 0.14
N 0.07403 1.54706 2.39084 0.23
N 2.67406 0.98795 3.63445 0.11
N -2.67240 1.24080 -1.69763 0.14
N 0.57829 -3.02135 2.81212 0.02
N -3.35710 3.80434 -2.88576 0.15
N 4.98561 -3.98281 5.19576 0.00
N 1.28338 0.64776 -1.42711 0.16
N 4.05072 -0.16757 -0.21480 0.23
N 3.14216 -1.81994 3.38655 0.16
C -3.89305 1.39447 -2.44510 -0.21
C 0.62372 1.37839 -2.31892 -0.40
C 6.33839 -2.31830 3.82679 -0.18
C -3.31414 -3.38200 -2.00275 -0.28
C -4.72678 -1.60254 -2.77516 -0.05
C 2.18784 2.30780 3.31205 -0.06
C 0.74879 -4.06650 1.82072 -0.12
C 3.80389 0.51012 3.09240 -0.42
C -2.47239 1.33193 -0.38295 -0.50
C -3.63295 -0.89494 -3.25156 -0.23
C -0.14642 -1.90199 2.73689 -0.41
C -1.41161 5.03597 -3.65917 -0.32
C 5.69037 -3.71327 3.95286 -0.27
C -2.19217 -2.89239 1.61046 -0.44
C -3.79274 0.52728 -3.71586 -0.06
C -2.21476 -2.70107 -2.52861 -0.02
C 1.12946 -0.77778 -1.27513 -0.17
C -2.37463 -1.47603 -3.14547 -0.03
C 2.35576 -2.23426 4.38680 -0.47
C -1.94293 6.34072 -3.04401 -0.22
C -4.29013 2.84985 -2.73140 -0.43
C 5.53016 -1.32912 2.98745 -0.15
C 1.96962 -4.67084 3.78353 -0.10
C -1.91200 3.78670 -2.89379 -0.20
C 0.85470 2.89528 -2.24142 -0.16
C 0.64214 -1.01551 0.15670 -0.42
C -1.35654 3.79536 -1.45364 -0.44
C 2.31569 3.32200 -1.93616 -0.36
C 2.47442 -1.50098 -1.48835 -0.01
C 2.03213 -4.76626 2.26054 -0.14
C -3.61072 1.78983 0.50427 -0.15
C -1.78047 4.91683 -5.13700 -0.04
C -1.15533 -1.77051 1.58082 -0.25
C -4.58153 -2.83387 -2.16173 -0.05
C -4.74195 -6.16084 -1.93898 -0.06
C 1.32107 -3.30344 4.03406 -0.16
C 4.21187 -0.87442 3.61928 -0.20
C 1.11983 2.33570 2.21900 -0.47
C 2.40220 4.84361 -1.83306 -0.02
C -0.99215 7.50936 -3.28288 -0.09
C 3.39182 -1.32834 -0.27771 -0.53
C -4.00200 0.68006 1.46926 -0.45
C -4.06835 -5.34727 -0.83963 -0.25
H 2.11252 0.38869 4.22207 0.13
H -3.57790 -6.01908 -0.12907 0.13
H -4.70461 0.65667 -4.29916 0.13
H 7.31754 -2.42441 3.35551 0.10
H -2.07171 6.21040 -1.96802 0.11
H 0.62728 -3.32517 4.88339 0.16
H -4.72866 0.98972 -1.85917 0.14
H 2.28805 -2.56799 -1.61982 0.13
H -2.85620 4.81136 -5.25663 0.08
H -4.46585 2.10587 -0.08797 0.11
H -3.22163 0.49923 2.20636 0.06
H -2.91420 6.59052 -3.47697 0.12
H -0.32141 5.06136 -3.57503 0.12
H 0.08192 0.78404 3.06034 0.08
H -1.45908 5.80159 -5.68009 0.08
H 1.75855 5.19777 -1.03135 0.09
H 0.22031 3.36315 -0.28699 0.12
H -3.76307 4.73093 -2.90187 0.14
H -0.82414 7.66603 -4.34607 0.07
H 4.98336 -3.85208 3.13132 0.09
H 1.86635 1.12881 -0.74532 0.12
H 3.04190 2.89502 2.96208 0.13
H -1.24194 -3.16516 -2.44697 0.12
H -2.93567 0.83970 -4.31385 0.13
H -2.19033 -3.45165 0.67530 0.06
H 6.13563 -0.43538 2.82099 0.12
H 1.32726 -5.45769 4.18163 0.12
H 4.51923 0.10285 0.64535 0.08
H -5.46014 -3.33509 -1.79026 0.11
H -2.02728 -3.57854 2.43978 0.08
H 2.43742 3.04917 0.00430 0.07
H 5.64485 -4.02553 5.96608 0.07
H -1.57230 2.88530 -3.41115 0.13
H 3.84424 0.59526 -0.83908 0.09
H -3.25369 2.65508 1.06797 0.13
H 3.42678 5.13003 -1.61093 0.09
H 4.33204 -3.23773 5.41221 0.04
H -0.57345 1.45801 1.60526 0.08
H -1.51321 -0.95970 -3.54262 0.10
H -5.20681 -5.51054 -2.67581 0.07
H -1.86151 0.94739 -2.23938 0.10
H -4.93583 0.91111 1.97916 0.08
H -5.50307 -6.80193 -1.50334 0.08
H -1.40937 8.42299 -2.86726 0.07
H 2.93141 2.97543 -2.77746 0.16
H 4.32008 -0.78326 4.70909 0.16
H -0.03214 7.32645 -2.80486 0.07
H 2.97993 -2.07337 2.41831 0.10
H 5.31274 -1.77450 2.01527 0.10
H 2.07587 -5.79595 1.91202 0.12
H 2.10248 5.31126 -2.76701 0.08
H 0.61398 3.28959 -3.23245 0.14
H 2.89418 -4.22884 1.86775 0.09
H -0.09844 -4.76265 1.84927 0.12
H -1.64463 -0.80335 1.75496 0.10
H 6.50263 -1.90628 4.82651 0.11
H -4.80010 -4.74208 -0.29106 0.11
H 2.94647 -4.75117 4.25691 0.09
H -1.10693 -1.82162 -0.52178 0.12
H 6.45926 -4.48495 3.85812 0.11
H -4.00470 -6.77977 -2.44447 0.08
H -5.71580 -1.17842 -2.86602 0.13
H -1.30019 4.04900 -5.58452 0.08
H 0.82920 -3.64630 0.81942 0.12
H 0.39711 -1.11232 -2.01507 0.14
H 1.77022 2.77067 4.21111 0.14
H 2.95282 -1.10858 -2.38646 0.13
```


> The lowest total charge belongs to which entry?

C43H67N11O12S2